Record 1
Formula: C36H72O37S4
Source: the OMol25 dataset
Level of theory: ωB97M-V/def2-TZVPD

Each line ends with the Mulliken charge.
Atoms and positions in Å:
C (-3.083, -7.952, -0.026)  -1.07
C (-2.228, -7.302, -1.113)  -0.08
O (-2.281, -5.881, -1.207)  -0.26
C (-3.475, -5.340, -1.495)  0.53
O (-4.521, -5.909, -1.585)  -0.57
O (-3.379, -4.025, -1.736)  -0.31
C (-2.223, -3.297, -1.389)  -0.15
H (-3.930, -7.361, 0.295)  0.35
H (-2.511, -8.269, 0.847)  0.31
H (-3.475, -8.879, -0.451)  0.32
H (-2.561, -7.697, -2.075)  0.32
H (-1.194, -7.622, -1.013)  0.10
H (-1.494, -3.274, -2.200)  0.34
H (-1.695, -3.673, -0.510)  0.31
H (-2.499, -2.279, -1.118)  -0.08
C (-1.289, 4.606, -3.069)  -0.48
C (-2.636, 5.110, -3.522)  -0.19
O (-2.841, 6.437, -3.005)  -0.30
C (-3.851, 6.666, -2.188)  0.82
O (-4.644, 5.868, -1.758)  -0.57
O (-3.905, 7.980, -1.952)  -0.34
C (-4.932, 8.402, -1.081)  -0.57
H (-1.215, 4.529, -1.987)  0.16
H (-0.458, 5.153, -3.509)  0.42
H (-1.226, 3.599, -3.495)  -0.10
H (-3.450, 4.431, -3.266)  0.16
H (-2.732, 5.168, -4.609)  0.32
H (-4.770, 9.467, -0.910)  0.23
H (-4.909, 7.872, -0.131)  0.21
H (-5.931, 8.352, -1.518)  0.29
C (-1.446, 1.896, 0.773)  -0.52
C (-1.189, 0.579, 0.072)  0.62
O (0.201, 0.287, 0.075)  -0.20
C (0.749, -0.190, -1.038)  0.64
O (0.166, -0.593, -2.010)  -0.52
O (2.054, -0.306, -0.803)  -0.12
C (2.857, -0.909, -1.803)  -0.32
H (-1.562, 2.662, -0.011)  -0.11
H (-0.562, 2.315, 1.257)  0.20
H (-2.309, 2.012, 1.423)  0.01
H (-1.597, 0.550, -0.938)  0.13
H (-1.776, -0.242, 0.508)  -0.21
H (2.687, -0.316, -2.705)  0.24
H (2.733, -1.952, -2.104)  0.13
H (3.893, -0.820, -1.494)  0.00
C (5.209, -0.297, 0.874)  -0.58
C (5.922, 0.353, 2.054)  -0.52
O (6.925, 1.190, 1.448)  -0.22
C (7.813, 1.733, 2.277)  0.69
O (7.833, 1.573, 3.463)  -0.55
O (8.613, 2.520, 1.560)  -0.33
C (9.529, 3.293, 2.316)  -0.66
H (5.846, -1.102, 0.515)  0.26
H (4.980, 0.482, 0.152)  0.37
H (4.254, -0.683, 1.234)  0.13
H (6.365, -0.347, 2.761)  0.40
H (5.263, 1.003, 2.635)  0.19
H (10.247, 3.754, 1.644)  0.24
H (10.139, 2.673, 2.979)  0.30
H (9.006, 4.032, 2.920)  0.29
C (1.049, 3.294, 5.394)  -1.02
C (1.291, 3.082, 3.896)  0.25
O (2.130, 1.971, 3.653)  -0.31
C (1.543, 0.773, 3.540)  0.79
O (0.358, 0.581, 3.533)  -0.51
O (2.491, -0.111, 3.229)  -0.34
C (1.992, -1.366, 2.736)  -0.77
H (1.894, 3.852, 5.802)  0.33
H (0.846, 2.321, 5.828)  0.30
H (0.195, 3.952, 5.559)  0.21
H (1.608, 3.969, 3.350)  0.42
H (0.309, 2.901, 3.437)  -0.24
H (1.187, -1.756, 3.351)  0.46
H (2.869, -2.002, 2.861)  0.27
H (1.770, -1.314, 1.672)  0.17
C (-3.017, -0.693, 3.387)  0.19
C (-3.092, -1.428, 4.723)  -0.75
O (-4.258, -1.015, 5.464)  -0.24
C (-4.170, -1.231, 6.782)  0.69
O (-3.290, -1.831, 7.331)  -0.57
O (-5.185, -0.700, 7.467)  -0.35
C (-6.217, 0.052, 6.817)  -0.23
H (-2.058, -0.920, 2.926)  0.06
H (-3.062, 0.357, 3.655)  -0.15
H (-3.852, -1.002, 2.754)  0.09
H (-2.262, -1.032, 5.319)  0.35
H (-2.885, -2.496, 4.660)  0.42
H (-5.804, 0.921, 6.311)  -0.03
H (-6.885, 0.459, 7.573)  0.25
H (-6.768, -0.652, 6.198)  0.26
C (-0.812, 0.896, -5.006)  -0.52
C (0.369, -0.047, -5.035)  -0.15
O (0.556, -0.626, -6.331)  -0.41
C (1.271, 0.092, -7.195)  0.68
O (1.728, 1.191, -7.024)  -0.54
O (1.409, -0.631, -8.300)  -0.34
C (2.145, -0.028, -9.342)  -0.67
H (-0.746, 1.637, -5.801)  0.45
H (-0.843, 1.417, -4.045)  -0.19
H (-1.749, 0.340, -4.993)  0.28
H (0.147, -0.880, -4.370)  0.26
H (1.288, 0.337, -4.592)  0.28
H (1.572, 0.730, -9.873)  0.28
H (2.466, -0.795, -10.048)  0.25
H (3.098, 0.372, -8.986)  0.31
C (-5.242, -0.080, -0.143)  -0.46
C (-5.189, 1.298, 0.532)  0.33
O (-4.684, 2.183, -0.446)  -0.22
S (-4.386, 1.439, -1.841)  0.98
O (-3.154, 1.928, -2.336)  -0.31
O (-5.541, 1.516, -2.644)  -0.58
O (-4.230, 0.017, -1.144)  -0.30
H (-6.233, -0.313, -0.527)  0.23
H (-4.917, -0.879, 0.519)  0.27
H (-4.630, 1.293, 1.463)  -0.28
H (-6.225, 1.559, 0.762)  0.36
C (2.525, -7.076, -0.505)  -0.20
C (3.164, -6.513, -1.751)  -0.39
O (2.542, -5.236, -1.906)  -0.24
S (2.425, -4.554, -0.459)  0.94
O (1.264, -3.779, -0.306)  -0.21
O (3.694, -3.986, -0.163)  -0.62
O (2.168, -5.934, 0.287)  -0.29
H (3.079, -7.861, 0.004)  0.30
H (1.537, -7.505, -0.706)  0.07
H (3.045, -7.146, -2.624)  0.41
H (4.233, -6.315, -1.621)  0.25
C (-3.970, 5.535, 3.794)  -0.39
C (-2.505, 5.295, 4.127)  -0.27
O (-2.519, 3.917, 4.632)  -0.11
S (-3.989, 3.251, 4.672)  0.71
O (-4.172, 2.584, 5.898)  -0.57
O (-4.193, 2.564, 3.452)  -0.21
O (-4.644, 4.708, 4.713)  -0.37
H (-4.142, 5.238, 2.752)  0.21
H (-4.317, 6.563, 3.832)  0.36
H (-2.106, 5.872, 4.958)  0.29
H (-1.819, 5.210, 3.290)  0.26
C (6.872, -4.034, -2.693)  -0.26
C (5.397, -4.087, -3.125)  0.57
O (5.242, -3.214, -4.265)  -0.34
S (6.558, -2.339, -4.485)  1.10
O (6.446, -1.147, -3.722)  -0.51
O (6.885, -2.293, -5.847)  -0.56
O (7.549, -3.335, -3.731)  -0.33
H (7.303, -5.028, -2.643)  0.30
H (6.951, -3.513, -1.739)  0.27
H (4.706, -3.700, -2.383)  -0.46
H (5.093, -5.076, -3.460)  0.24

Summary:
Frontier orbital gap, eV: 10.24
ΔE to the lowest compared entry with this formula, charge and spin, kJ/mol: 0.0
Spin multiplicity: 1
HOMO level, eV: -10.44
Total charge: 0
E_LUMO, hartree: -0.008

***

Record 2
Formula: C36H73FeN4O4
Source: the OMol25 dataset
Level of theory: ωB97M-V/def2-TZVPD

Each line ends with the Mulliken charge.
Atoms and positions in Å:
Fe (1.047, 0.705, 0.045)  0.59
C (3.085, 1.648, -1.456)  -2.81
C (2.933, 0.426, -2.357)  1.68
C (4.241, -0.387, -2.397)  -1.28
C (4.114, -1.755, -3.055)  -0.61
C (3.085, -2.533, -2.229)  -1.41
C (1.683, -1.868, -2.212)  1.28
N (1.873, -0.454, -1.786)  1.82
O (0.607, 0.165, -1.701)  -0.97
C (0.750, -2.581, -1.301)  -1.84
C (1.013, -1.934, -3.573)  -1.58
C (2.580, 0.988, -3.738)  -1.67
H (3.481, 1.508, -0.458)  0.51
H (2.157, 2.232, -1.401)  0.30
H (3.881, 2.332, -1.815)  0.79
H (4.630, -0.491, -1.425)  0.29
H (4.964, 0.231, -2.925)  0.46
H (5.051, -2.334, -2.935)  0.46
H (3.984, -1.741, -4.151)  0.38
H (3.361, -2.677, -1.169)  0.19
H (2.980, -3.539, -2.588)  0.48
H (-0.225, -2.060, -1.300)  0.11
H (1.193, -2.599, -0.301)  -0.10
H (0.678, -3.579, -1.674)  1.06
H (0.080, -1.359, -3.607)  0.01
H (0.855, -3.010, -3.702)  0.54
H (1.672, -1.634, -4.428)  0.37
H (1.707, 1.625, -3.557)  0.29
H (2.420, 0.253, -4.504)  0.34
H (3.356, 1.712, -4.054)  0.44
C (1.526, 5.034, -0.036)  -1.30
C (0.785, 4.512, 1.209)  0.96
C (-0.025, 5.580, 1.957)  -1.22
C (-1.361, 5.861, 1.311)  -0.73
C (-2.122, 4.540, 1.137)  -1.45
C (-1.426, 3.460, 0.324)  1.85
N (-0.109, 3.366, 0.973)  -0.03
O (0.615, 2.435, 0.238)  1.44
C (-1.456, 3.632, -1.191)  -1.44
C (-2.236, 2.174, 0.702)  -1.84
C (1.937, 4.110, 2.141)  -1.93
H (0.870, 5.153, -0.911)  0.23
H (2.300, 4.263, -0.259)  0.17
H (1.990, 6.016, 0.189)  0.46
H (0.539, 6.502, 2.034)  0.36
H (-0.145, 5.197, 2.983)  0.35
H (-1.178, 6.316, 0.334)  0.32
H (-1.925, 6.559, 1.944)  0.47
H (-3.115, 4.740, 0.683)  0.36
H (-2.359, 4.154, 2.141)  0.43
H (-0.811, 2.939, -1.705)  0.01
H (-1.129, 4.682, -1.456)  0.30
H (-2.443, 3.566, -1.631)  0.47
H (-3.245, 2.421, 0.334)  0.80
H (-2.288, 1.977, 1.785)  0.21
H (-1.853, 1.312, 0.199)  -0.22
H (1.555, 3.981, 3.169)  0.42
H (2.598, 4.963, 2.168)  0.61
H (2.402, 3.154, 1.845)  0.05
C (0.452, -1.923, 3.212)  -1.39
C (0.632, -0.391, 3.115)  1.95
C (0.699, 0.336, 4.480)  -1.35
C (2.040, 0.250, 5.182)  -0.91
C (3.180, 0.544, 4.181)  -0.82
C (3.206, -0.310, 2.917)  1.26
N (1.864, -0.038, 2.334)  0.57
O (1.731, -0.668, 1.000)  0.37
C (3.484, -1.796, 3.009)  -1.51
C (4.234, 0.315, 1.914)  -2.10
C (-0.616, 0.092, 2.417)  -2.15
H (1.152, -2.389, 3.942)  0.18
H (0.588, -2.251, 2.178)  0.17
H (-0.579, -2.156, 3.532)  0.47
H (-0.077, -0.039, 5.126)  0.43
H (0.476, 1.389, 4.178)  0.25
H (2.038, -0.705, 5.716)  0.37
H (2.015, 0.993, 5.998)  0.52
H (4.161, 0.471, 4.656)  0.40
H (2.916, 1.523, 3.799)  0.08
H (4.602, -1.813, 3.165)  0.50
H (3.153, -2.375, 2.164)  0.02
H (3.093, -2.296, 3.891)  0.40
H (4.067, 1.385, 1.841)  0.30
H (4.162, -0.178, 0.939)  0.22
H (5.188, 0.154, 2.346)  0.77
H (-1.377, -0.028, 3.131)  0.80
H (-0.752, -0.616, 1.575)  0.03
H (-0.541, 1.142, 2.233)  -0.18
C (-4.154, -0.205, -1.673)  -1.85
C (-4.292, -1.773, -1.887)  1.49
C (-3.531, -2.057, -3.188)  -0.68
C (-3.383, -3.576, -3.417)  -0.86
C (-2.625, -4.170, -2.154)  -0.68
C (-3.330, -3.903, -0.853)  1.60
N (-3.540, -2.426, -0.825)  1.15
O (-4.133, -2.034, 0.403)  -0.55
C (-4.535, -4.833, -0.752)  -1.84
C (-2.478, -4.163, 0.452)  -1.54
C (-5.730, -2.219, -1.963)  -1.74
H (-4.666, 0.026, -0.754)  0.52
H (-4.409, 0.475, -2.490)  0.41
H (-3.113, 0.008, -1.344)  0.01
H (-4.073, -1.647, -4.066)  0.55
H (-2.507, -1.633, -3.095)  -0.18
H (-2.838, -3.781, -4.326)  0.52
H (-4.420, -3.910, -3.508)  0.32
H (-1.626, -3.792, -2.262)  -0.41
H (-2.405, -5.255, -2.253)  0.51
H (-4.143, -5.823, -0.483)  0.47
H (-5.250, -4.633, 0.071)  0.33
H (-5.144, -4.876, -1.644)  0.37
H (-3.130, -4.139, 1.341)  0.35
H (-2.073, -5.210, 0.437)  0.42
H (-1.641, -3.497, 0.527)  0.12
H (-6.147, -2.185, -0.944)  0.24
H (-5.876, -3.228, -2.293)  0.27
H (-6.186, -1.462, -2.607)  0.50
H (-4.938, -2.590, 0.524)  0.30

Summary:
Frontier orbital gap (spin up / spin down), eV: 8.30 / 7.30
ΔE to the lowest compared entry with this formula, charge and spin, kJ/mol: 0.0
Spin multiplicity: 6
<S²>: 8.765
HOMO level (spin up / spin down), eV: -7.56 / -7.53
Total charge: 0
E_LUMO (spin up / spin down), hartree: 0.027 / -0.008